Record 1
The following is a quantum chemistry calculation of a 2-piece molecular cluster, C3H6FN3 overall, from the OMol25 dataset.

Each line ends with the Löwdin charge.
Atoms and positions in Å:
1 F -1.61885 -1.62349 0.10952  0.02
2 N 1.01066 -0.18610 -1.00739  -0.14
3 N -2.04313 0.49016 -0.69771  0.14
4 N 0.64000 -0.38395 -2.15714  0.05
5 C -1.83476 -0.29585 0.22307  -0.36
6 C 1.01223 -0.19223 0.17083  -0.09
7 C 1.26802 0.55597 1.39020  -0.08
8 H 0.91045 1.58217 1.28869  0.09
9 H 1.36685 -0.71777 -2.78072  0.05
10 H -1.81472 0.00601 1.26492  0.11
11 H 0.77109 0.08282 2.23573  0.07
12 H -2.00641 0.10362 -1.63765  0.06
13 H 2.33857 0.57865 1.59765  0.08

Its LUMO energy is 0.028 Eh. The energy above the lowest of the compared OMol25 structures with the same formula, charge and spin comes out at 283.5 kJ/mol.



Record 2
The following is a quantum chemistry calculation of a 12-piece molecular cluster, C6H36N2O11 overall, from the OMol25 dataset.

Each line ends with the Löwdin charge.
Atoms and positions in Å:
1 O 0.04372 -3.51387 -0.55599  -0.06
2 O 2.26844 1.74379 0.46360  -0.07
3 O 3.13507 -1.64245 1.95619  -0.07
4 O 1.74467 -1.81023 -2.52312  -0.07
5 O -2.00749 -0.65580 -2.54967  -0.09
6 O 3.68246 -1.18654 -0.77033  -0.08
7 O 4.91846 1.59457 -2.12175  -0.05
8 O 1.36024 0.29419 2.60104  -0.07
9 O -2.30256 -3.11896 -1.42156  -0.11
10 O 0.35338 0.22223 -3.72791  -0.09
11 O 2.28849 2.18013 -2.79680  -0.06
12 N -1.58225 1.13297 2.27857  -0.22
13 N -0.84743 -0.97317 0.47659  0.04
14 C -3.34475 0.92166 0.50012  -0.11
15 C -2.02416 -1.06030 1.45067  -0.18
16 C -2.61493 2.26490 0.37902  -0.16
17 C -1.32964 2.15677 1.21224  -0.16
18 C -1.64409 1.70579 3.62733  -0.08
19 C -2.66680 0.26856 1.78778  -0.30
20 H -1.23872 -0.56490 -0.37567  0.05
21 H 2.31411 1.03709 1.13177  0.00
22 H 3.88556 -1.50257 0.12081  0.00
23 H -4.40571 1.03163 0.74127  0.11
24 H -3.15351 0.24149 -0.33402  0.08
25 H -1.57956 -1.62162 2.30309  0.12
26 H 2.24989 2.94266 -2.21147  0.05
27 H -0.71222 2.20468 3.82584  0.07
28 H 0.95244 0.93326 -3.43430  0.01
29 H -1.38484 -3.28030 -1.01819  -0.01
30 H 0.46958 0.67475 2.72963  0.04
31 H -0.02543 -2.57640 -0.27332  0.02
32 H -0.17690 -0.38404 0.94759  0.04
33 H -2.67135 -3.96828 -1.69779  0.05
34 H 2.82083 -1.50938 -1.07667  -0.01
35 H 1.94035 0.90640 3.07110  0.09
36 H -2.64479 -0.40809 -3.24202  0.07
37 H 2.15451 -2.30731 -3.24585  0.07
38 H -2.19655 -1.62957 -2.40206  0.03
39 H 2.29191 1.15735 -0.31025  0.02
40 H 3.00821 -2.44526 2.48003  0.06
41 H 0.81205 -3.51873 -1.13709  0.05
42 H -0.48387 0.19345 -3.21526  0.01
43 H -2.32412 2.37834 -0.65902  0.10
44 H -2.55833 2.32995 3.75069  0.10
45 H -1.24925 3.17594 1.58455  0.11
46 H 4.95614 0.75130 -2.59119  0.06
47 H 2.38948 -1.03444 2.13589  0.00
48 H 3.17465 1.80219 -2.58985  0.01
49 H -3.47844 0.21361 2.52973  0.14
50 H 4.61384 1.31687 -1.24875  0.03
51 H 1.06605 -1.27106 -2.99324  0.02
52 H -2.77666 -1.74104 0.94505  0.12
53 H -3.27547 3.13222 0.54307  0.11
54 H -0.43255 1.94964 0.62328  0.10
55 H -1.76216 0.86587 4.32660  0.09

Its LUMO energy is 0.013 Eh. As for the SMILES: CN1CCC[C@H]1CN.O.O.O.O.O.O.O.O.O.O.O. The energy above the lowest of the compared OMol25 structures with the same formula, charge and spin comes out at 61.3 kJ/mol.



Record 3
The following is a quantum chemistry calculation of C10H18F6HfNO5S2Se2Te as an isolated structure, from the OMol25 dataset.

Each line ends with the Löwdin charge.
Atoms and positions in Å:
1 Hf -0.50299 -0.86883 -0.75196  0.76
2 Te -0.77329 -1.48563 -3.24522  0.37
3 Se -2.93204 0.71857 -1.00657  0.94
4 Se 0.67010 1.27385 -2.08205  0.82
5 S 0.42404 -3.07087 1.18918  0.72
6 S -1.27975 -1.05091 1.71676  0.62
7 F -1.88124 -4.27391 1.77031  0.17
8 F -2.82372 -1.89376 3.61280  0.20
9 F -1.43787 -4.16146 -0.35765  0.15
10 F -1.50530 -0.24835 4.14373  0.20
11 F -3.25971 0.11204 2.92594  0.20
12 F -0.41108 -5.56188 0.89106  0.20
13 O -0.83105 0.24126 1.20911  -0.38
14 O 1.76885 -0.06229 0.40361  -0.33
15 O -2.03256 -1.67135 0.62596  -0.42
16 O 1.54893 -3.74941 1.69359  -0.18
17 O 0.56641 -2.40792 -0.12939  -0.47
18 N -0.16253 -2.00257 2.21112  -0.24
19 C 3.35841 1.48210 1.16831  -0.13
20 C -2.31404 -0.74457 3.22963  -0.68
21 C -0.93541 -4.36447 0.85215  -0.66
22 C -2.01069 2.35115 -1.63010  -0.50
23 C -4.00867 0.40821 -2.60816  -0.34
24 C 1.88413 1.13489 1.19826  -0.21
25 C 3.00949 -0.81598 0.53718  -0.14
26 C 1.53033 3.05486 -1.75514  -0.30
27 C 4.01163 0.09873 1.24503  -0.13
28 C -1.00098 2.10916 -2.73449  -0.53
29 H 2.82811 -1.72601 1.10433  0.09
30 H -0.70522 3.05899 -3.17893  0.07
31 H -4.43052 1.35906 -2.92369  0.04
32 H 1.07651 3.58799 -0.92331  0.03
33 H 1.54765 0.92877 2.21821  0.13
34 H 1.42114 3.61223 -2.68012  0.03
35 H 3.32965 -1.08091 -0.47031  0.14
36 H 4.98170 0.07013 0.75473  0.12
37 H 1.23818 1.89444 0.76069  0.09
38 H -1.39027 1.46597 -3.51985  0.02
39 H -1.54054 2.77261 -0.74124  0.06
40 H 3.61851 1.97982 0.23320  0.10
41 H -2.78664 3.04241 -1.95918  0.08
42 H -3.40999 -0.04819 -3.39203  -0.03
43 H 4.14447 -0.20395 2.28273  0.12
44 H 3.63483 2.13056 1.99679  0.13
45 H -4.81111 -0.26469 -2.31733  0.03
46 H 2.58416 2.87010 -1.56767  0.02

Its LUMO energy is -0.122 Eh. The energy above the lowest of the compared OMol25 structures with the same formula, charge and spin comes out at 162.6 kJ/mol. Its net charge is +1.



Record 4
The following is a quantum chemistry calculation of C51H36N4V as an isolated structure, from the OMol25 dataset.

Each line ends with the Löwdin charge.
Atoms and positions in Å:
1 V -0.03189 0.08546 0.14537  1.11
2 N 1.77851 -0.49964 0.60547  0.01
3 N -0.07369 0.85326 2.01247  0.02
4 N -1.88269 -0.44954 0.39057  0.00
5 N 0.02571 -1.05774 -1.45183  0.01
6 C -2.64839 -1.30504 -0.36653  -0.20
7 C 3.14571 0.60946 3.94777  -0.22
8 C -4.10799 3.08866 2.19717  -0.02
9 C -4.01049 -1.26064 0.06507  0.04
10 C -3.23379 -2.64314 -2.39003  -0.23
11 C -1.90209 1.91176 -1.42513  -0.07
12 C -0.42269 1.65996 -3.30383  -0.02
13 C -2.24879 -1.90514 -1.55943  -0.06
14 C -0.82369 2.18656 3.73337  0.04
15 C 5.10161 1.01636 5.87767  -0.08
16 C -0.85459 2.44836 -0.67403  -0.13
17 C 3.58121 -1.53604 -2.55973  -0.22
18 C -3.94439 -1.94464 -3.36113  -0.03
19 C 2.14181 0.37916 2.87897  -0.06
20 C 0.63751 2.19566 -2.57283  -0.27
21 C -4.80099 -2.61344 -4.21653  -0.07
22 C -2.46809 1.21876 2.12477  -0.08
23 C 3.91921 1.76736 3.92977  -0.03
24 C 1.14461 -1.24164 -2.21533  -0.22
25 C -1.67459 1.51146 -2.73503  -0.05
26 C -5.00109 2.29166 4.69257  -0.06
27 C 4.32281 -0.12824 5.91267  -0.07
28 C 2.67321 -0.95274 -0.33453  -0.20
29 C -5.53499 3.42336 4.09417  -0.07
30 C -3.56559 1.95686 2.79487  -0.22
31 C 3.93721 -1.21794 0.27657  0.04
32 C 0.41801 2.56976 -1.24623  -0.05
33 C -4.26319 -4.68664 -3.13223  -0.07
34 C 4.16801 -0.62774 -3.43243  -0.02
35 C 2.43181 -1.15684 -1.70093  -0.06
36 C 4.09341 -2.82764 -2.47383  -0.04
37 C 4.89631 1.96496 4.88977  -0.07
38 C 1.94731 2.46166 -3.24413  -0.03
39 C 2.49741 -0.39734 1.77607  -0.20
40 C -4.08869 -0.29844 1.02137  0.04
41 C -1.16669 1.48536 2.52797  -0.24
42 C -4.94939 -3.98724 -4.11183  -0.07
43 C 0.46601 1.87436 4.00077  0.04
44 C 5.25261 -1.00624 -4.20663  -0.06
45 C 5.76091 -2.29004 -4.11093  -0.07
46 C -0.97619 -1.72104 -2.09063  -0.22
47 C -3.40469 -4.01784 -2.27403  -0.02
48 C -5.08989 3.81806 2.84387  -0.07
49 C 0.91401 1.02586 2.93297  -0.21
50 C 0.80231 -1.91234 -3.44123  0.04
51 C 5.18021 -3.19924 -3.24273  -0.06
52 C -2.76749 0.20606 1.21307  -0.23
53 C -4.01909 1.55906 4.04767  -0.03
54 C 3.35071 -0.33484 4.94847  -0.03
55 C 3.81671 -0.90964 1.59447  0.04
56 C -0.50959 -2.23794 -3.34773  0.04
57 H -4.95179 0.02946 1.56807  0.12
58 H 2.74481 2.61266 -2.51893  0.09
59 H 3.76981 2.50306 3.15157  0.12
60 H 5.50601 2.85606 4.85817  0.11
61 H 6.61481 -2.58234 -4.70113  0.11
62 H 4.79821 -1.60354 -0.23293  0.12
63 H -5.59539 -4.51044 -4.79953  0.11
64 H 3.80201 0.38626 -3.48413  0.09
65 H -2.86079 -4.56014 -1.51453  0.12
66 H -6.29599 3.99656 4.60217  0.11
67 H -2.90499 1.87866 -1.01693  0.12
68 H 4.48141 -0.86544 6.68617  0.11
69 H -3.82389 -0.87364 -3.44023  0.11
70 H 5.87831 1.16646 6.61087  0.11
71 H -5.50529 4.69606 2.37207  0.11
72 H -4.38399 -5.75714 -3.04063  0.11
73 H -1.05819 2.90666 0.29177  0.11
74 H 5.57921 -4.19774 -3.15483  0.11
75 H 5.70931 -0.29164 -4.87513  0.11
76 H 1.48541 -2.15254 -4.23103  0.12
77 H 4.55371 -0.98604 2.37047  0.12
78 H -4.80699 -1.85414 -0.33863  0.12
79 H -1.10739 -2.79234 -4.04423  0.12
80 H -3.75759 3.40646 1.22707  0.11
81 H -5.34019 -2.05934 -4.97133  0.11
82 H 1.06241 2.15856 4.84277  0.12
83 H 3.64251 -3.53114 -1.78973  0.13
84 H 2.74931 -1.23174 4.96537  0.12
85 H 1.20381 3.08906 -0.69983  0.13
86 H -0.26579 1.39446 -4.33923  0.13
87 H 1.86211 3.36616 -3.84823  0.10
88 H -2.48969 1.12356 -3.32773  0.11
89 H -1.50259 2.77386 4.31607  0.12
90 H 2.20561 1.64786 -3.91813  0.07
91 H -3.59099 0.67566 4.50237  0.13
92 H -5.34689 1.97876 5.66747  0.11

Its LUMO energy (alpha / beta) is -0.147 / -0.148 Eh. Its spin multiplicity is 3. Its expectation value of S² is 2.026. Its net charge is +1.



Record 5
The following is a quantum chemistry calculation of C44H43MoN6O2 as an isolated structure, from the OMol25 dataset.

Each line ends with the Löwdin charge.
Atoms and positions in Å:
1 Mo 0.73337 0.62125 0.21163  1.82
2 O -0.61956 -0.01929 1.63022  -0.11
3 O -1.01803 -1.82253 -2.43182  0.15
4 N -0.76768 2.16919 -0.13572  0.02
5 N 1.73390 2.42600 -0.27692  -0.03
6 N 1.80114 0.98367 2.10404  0.03
7 N -0.62486 -0.74292 -0.43659  0.00
8 N -2.19790 -1.63480 0.87400  0.25
9 N 2.03902 -1.12086 0.49694  -0.02
10 C 5.82061 1.64227 -0.57730  -0.01
11 C 5.07863 -0.46986 3.25529  -0.01
12 C -2.75168 2.06179 1.29099  -0.23
13 C 3.55633 1.24713 -1.27175  -0.22
14 C 4.06155 -3.03356 0.74155  0.06
15 C -0.95302 -6.44302 -0.07141  -0.05
16 C 3.00670 0.17811 2.24092  -0.22
17 C -4.81454 -2.52374 -0.01832  -0.02
18 C -1.20698 -0.79828 0.77917  -0.52
19 C -1.28043 4.51858 -0.71959  0.05
20 C 5.39543 2.61942 0.30530  0.00
21 C -6.41581 -2.14411 -1.76839  -0.05
22 C -2.89729 1.46753 -1.09583  -0.21
23 C -4.10177 1.74429 1.42263  -0.01
24 C 5.12160 -1.60494 2.49599  0.03
25 C -4.24337 1.16239 -0.90677  -0.01
26 C 3.62221 4.01853 1.39828  -0.02
27 C -3.77388 -2.28346 -0.91507  -0.16
28 C 1.09449 3.49537 -0.60475  -0.19
29 C -1.29623 -1.65455 -1.28559  -0.37
30 C 3.15838 2.24957 -0.38239  -0.22
31 C -4.05983 -2.00760 -2.24733  -0.04
32 C -0.39910 3.35559 -0.45806  -0.20
33 C 4.04530 2.95025 0.43142  -0.21
34 C 1.69409 4.74408 -1.12470  0.04
35 C 3.04547 -0.95823 1.41600  -0.16
36 C -2.34836 -2.38378 -0.40387  -0.21
37 C -1.30601 -4.29124 0.94702  -0.04
38 C 3.02741 -3.20789 -0.14065  0.01
39 C -1.84173 -3.81699 -0.24398  -0.15
40 C 2.55163 0.56675 -2.15365  0.00
41 C -1.99076 2.62098 2.45753  -0.02
42 C 4.90724 0.95302 -1.36661  0.00
43 C -2.18685 1.89306 0.02577  -0.23
44 C -4.83599 1.29246 0.33819  -0.03
45 C -1.93350 -4.65947 -1.35212  -0.01
46 C -6.13001 -2.44645 -0.44070  -0.04
47 C -2.28605 1.39448 -2.46536  -0.01
48 C 2.03793 -2.22352 -0.24256  -0.07
49 C 3.99832 0.43463 3.14016  0.03
50 C -5.38212 -1.94051 -2.66873  -0.05
51 C 4.09772 -1.88052 1.55516  -0.12
52 C -1.48703 -5.96618 -1.26332  -0.04
53 C -0.86755 -5.60744 1.03161  -0.06
54 H -2.13509 3.70172 2.52581  0.10
55 H 5.85988 -0.26525 3.97261  0.13
56 H -0.47920 -5.98121 1.96856  0.11
57 H -5.60163 -1.73868 -3.70803  0.12
58 H -1.31322 4.70938 -1.79643  0.12
59 H 1.16125 5.04633 -2.02848  0.12
60 H -2.36804 -4.30271 -2.27563  0.13
61 H 3.78292 5.01420 0.98066  0.10
62 H 5.93547 -2.30846 2.60489  0.14
63 H 6.12151 3.14233 0.91357  0.14
64 H 1.54479 0.39769 -1.66897  0.02
65 H -5.88181 1.05002 0.46022  0.12
66 H -2.76320 -1.77791 1.69767  0.18
67 H -1.22325 1.13707 -2.45182  0.06
68 H -6.93107 -2.64179 0.25790  0.12
69 H -4.57913 1.86322 2.38628  0.13
70 H 2.29682 1.14754 -3.04327  0.12
71 H -0.61824 -7.46860 -0.00360  0.12
72 H 2.75364 4.63223 -1.33999  0.11
73 H -2.29558 4.34018 -0.37382  0.11
74 H 1.23169 -2.33925 -0.95601  0.11
75 H -3.26694 -1.86404 -2.96714  0.11
76 H 4.21648 3.96599 2.30962  0.10
77 H 1.55355 5.55261 -0.40287  0.12
78 H 1.10734 0.64806 2.77943  0.13
79 H -1.57332 -6.61851 -2.12036  0.12
80 H -1.23543 -3.66754 1.82756  0.11
81 H -7.44331 -2.08709 -2.10029  0.12
82 H 2.95981 -4.08371 -0.76882  0.13
83 H 4.84749 -3.77257 0.82477  0.15
84 H -2.34852 2.19326 3.39237  0.10
85 H -4.61674 -2.80568 1.00962  0.12
86 H -0.87828 5.41658 -0.25194  0.11
87 H 2.85968 -0.43389 -2.45091  0.11
88 H 1.99121 1.95631 2.34388  0.11
89 H -4.82914 0.81942 -1.74813  0.12
90 H 5.25100 0.19925 -2.06180  0.13
91 H -2.39114 2.34658 -2.98986  0.10
92 H 2.56753 3.96122 1.67825  0.07
93 H -2.79214 0.64198 -3.06877  0.09
94 H -0.91675 2.42947 2.39660  0.05
95 H 6.87425 1.41522 -0.65678  0.13
96 H 3.95436 1.30436 3.78345  0.14

Its LUMO energy (alpha / beta) is -0.371 / -0.385 Eh. Its spin multiplicity is 3. The energy above the lowest of the compared OMol25 structures with the same formula, charge and spin comes out at 4.7 kJ/mol. Its expectation value of S² is 2.017. Its net charge is +3.



Number 1: energy -381.92377 Eh. Number 2: energy -1187.37106 Eh. Number 3: energy -7337.01414 Eh. Number 4: energy -3127.97850 Eh. Number 5: energy -2248.93371 Eh.